The following is a DFT calculation (ωB97M-V with the def2-TZVPD basis set) of a single C3H3I molecule.

The geometry in ORCA input format:
```
! wB97M-V def2-TZVPD RIJCOSX def2/J DEFGRID3
* xyz 0 1
C 0.349 0.897 0.096
C -0.794 0.177 0.057
C 0.577 -0.611 0.099
I -2.844 -0.052 0.080
H 0.789 1.897 -0.125
H 0.896 -1.018 -1.015
H 1.026 -1.289 0.808
*
```

The calculation puts the energy above the lowest of the compared OMol25 structures with the same formula, charge and spin at 1.1489 eV. As for the HOMO energy: -8.93 eV. The orbital gap comes out at 9.284 eV. Its SMILES is IC1=CC1. Its molecular weight is 165.96 u.


The following is a DFT calculation (ωB97M-V with the def2-TZVPD basis set) of C3H3I5O3 as an isolated structure.

The geometry in ORCA input format:
```
! wB97M-V def2-TZVPD RIJCOSX def2/J DEFGRID3
* xyz 0 1
C 0.083 -0.382 -1.369
C 0.804 -1.270 -0.333
C -0.174 1.178 -1.040
O -1.267 -1.092 -1.602
O 2.158 -0.884 -0.234
O -0.983 1.380 0.087
I 1.359 -0.573 -3.171
I 0.163 -1.061 1.756
I 0.582 -3.413 -0.629
I -1.384 2.079 -2.678
I 1.682 2.231 -0.699
H -1.827 -0.671 -2.206
H 2.812 -1.396 -0.706
H -0.818 0.546 0.760
*
```

The calculation puts the energy above the lowest of the compared OMol25 structures with the same formula, charge and spin at 0.8811 eV. As for the HOMO energy: -9.17 eV. The orbital gap comes out at 8.208 eV. Its molecular weight is 721.57 u.


The following is a DFT calculation (ωB97M-V with the def2-TZVPD basis set) of C3H3IN2O as an isolated structure.

The geometry in ORCA input format:
```
! wB97M-V def2-TZVPD RIJCOSX def2/J DEFGRID3
* xyz 0 1
C -0.936 1.358 0.957
C 1.357 0.425 0.189
C -1.102 0.581 -0.291
N -0.754 2.047 1.857
N 1.702 1.058 -0.715
O 1.814 1.581 -1.753
I -3.172 0.208 -0.316
H -0.893 1.018 -1.244
H 1.467 0.551 1.248
H -0.517 -0.301 -0.166
*
```

The calculation puts the energy above the lowest of the compared OMol25 structures with the same formula, charge and spin at 3.5978 eV. As for the HOMO energy: -10.07 eV. The orbital gap comes out at 9.905 eV. Its molecular weight is 209.97 u.